Record 1
50
Properties=species:S:1:pos:R:3:forces:R:3:nbo_charge:R:1 method="wB97M-V/def2-TZVPD" energy_ha=-2223.98640 mol_weight_g_mol=345.24 total_charge=+3 largest_force_ev_per_a=2.8 spin_multiplicity=5
Fe -0.4991 -0.0514 0.0989 1.2 0.3 -0.3 1.592
O -1.6947 0.2494 -1.4631 -0.7 -0.8 -0.7 -0.634
O -1.1667 -2.0532 -0.3228 -0.3 -0.8 1.1 -0.592
O -1.1299 2.0059 0.3725 0.0 -0.3 1.2 -0.615
O -1.9764 -0.3078 1.3066 -1.3 0.4 1.7 -0.630
N 1.6880 0.0279 0.1898 -0.2 0.8 0.1 -0.543
N 4.2008 0.0433 0.1361 -0.9 0.0 -0.7 -0.327
C -1.7464 -2.1977 -1.5887 -0.5 -0.2 -2.0 -0.108
C 3.7771 -0.2308 1.5359 0.8 1.2 0.5 -0.253
C -1.9757 -2.6168 0.7270 -1.5 0.6 -0.2 -0.103
C -2.0309 2.1367 1.5459 0.4 -0.6 -1.0 -0.094
C 2.2373 -0.3966 1.5027 1.4 -1.5 -1.9 -0.257
C -2.4167 1.4862 -1.6038 -1.2 -0.2 0.1 -0.105
C 3.7164 -1.0841 -0.7228 0.3 0.9 -1.5 -0.251
C 3.6664 1.3876 -0.4056 0.1 -0.4 2.0 -0.242
C 2.1681 1.4446 -0.0998 -0.9 -1.2 1.7 -0.248
C -2.8317 0.8252 1.6416 0.9 0.7 0.6 -0.108
C -2.4082 -0.8985 -2.0562 -0.5 0.4 0.9 -0.099
C -2.8010 -1.5110 1.3338 0.2 0.9 -0.4 -0.090
C 2.1977 -0.8619 -0.8763 0.4 -0.8 0.8 -0.271
C -1.6599 2.5381 -0.8426 -0.5 0.5 0.8 -0.102
H -1.3994 2.3815 2.4206 -0.3 -0.4 -0.5 0.238
H 1.8117 1.9932 0.8144 0.9 0.0 -1.0 0.248
H -3.7070 0.7844 1.0074 -0.1 0.2 -0.3 0.206
H 4.3793 -1.0802 1.8685 -0.6 -0.3 0.0 0.268
H 5.2013 0.0656 0.0737 0.8 0.1 0.1 0.464
H -3.1454 0.7156 2.6626 -0.3 -0.2 0.5 0.237
H 1.9889 -1.4352 1.5444 0.1 -0.9 0.2 0.227
H 4.2140 2.1424 0.1546 0.0 0.2 -0.2 0.268
H -3.4807 1.3640 -1.2535 1.0 0.0 -0.1 0.207
H -0.8308 2.9500 -1.3638 0.8 0.1 -0.7 0.217
H 3.9642 -2.0501 -0.2842 0.1 0.2 0.1 0.259
H -1.3481 -3.1042 1.4120 1.0 -0.5 0.9 0.227
H -3.6543 -1.2158 0.7229 -0.2 -0.6 -0.2 0.194
H -2.5307 -3.0127 -1.6491 1.1 0.8 0.2 0.244
H 4.1946 0.6090 2.1229 -0.8 -0.2 0.0 0.257
H -3.1694 -1.6883 2.3358 0.2 -0.2 0.3 0.246
H 1.5875 1.7587 -0.9316 -0.2 0.7 -0.8 0.229
H 4.2663 -0.9545 -1.6834 -0.6 -0.5 0.5 0.265
H -2.2788 3.3858 -0.5504 -0.3 0.0 -0.5 0.234
H 1.7343 -1.8336 -0.8023 -0.4 -0.3 0.1 0.242
H -2.6967 2.9755 1.3325 0.0 -0.1 0.4 0.236
H -2.3486 -0.7840 -3.1189 -0.1 -0.1 -0.7 0.237
H -3.4797 -0.8648 -1.7571 0.7 0.2 0.0 0.208
H 1.7319 0.0143 2.2975 -0.9 1.5 1.8 0.243
H 1.9039 -0.4313 -1.8020 0.0 0.4 -1.0 0.232
H -0.9110 -2.4461 -2.2438 -0.2 -0.1 -0.2 0.217
H -2.4736 1.7092 -2.6542 0.0 0.4 -0.5 0.238
H 3.8919 1.4385 -1.4429 0.2 0.0 -0.8 0.254
H -2.7299 -3.3220 0.3583 0.6 -0.2 -0.2 0.238


Record 2
51
Properties=species:S:1:pos:R:3:forces:R:3:nbo_charge:R:1 method="wB97M-V/def2-TZVPD" energy_ha=-1393.63361 mol_weight_g_mol=333.48 total_charge=+1 largest_force_ev_per_a=2.5 smiles="CNC(=O)[C@@H](CCSC)NC(=O)[C@@H](CCCC[NH3+])NC(C)=O" spin_multiplicity=1
S 2.5731 -0.5175 0.1521 -0.4 -0.5 0.3 0.141
O -1.3396 -3.3172 1.9563 1.4 0.4 1.6 -0.645
O -0.1284 0.6568 3.4263 0.2 0.2 0.6 -0.640
O -0.2865 3.6468 -0.3285 -0.5 -0.8 -0.8 -0.739
N -0.0077 -0.9338 1.8466 1.1 -2.0 1.1 -0.581
N -0.4959 -3.8178 4.0251 0.6 0.9 0.0 -0.594
N -0.5410 2.5861 1.6914 0.1 0.2 -0.5 -0.595
N -1.6527 2.6735 -2.5034 1.0 -1.3 0.1 -0.679
C -0.5276 -3.0886 2.8793 -1.5 -1.1 -1.4 0.657
C 4.3039 -0.1834 -0.2027 0.1 1.0 -0.3 -0.742
C -2.3783 1.0307 1.2020 0.6 -0.7 -1.1 -0.406
C -2.1625 1.3376 -2.1269 -0.2 -1.2 0.5 -0.234
C -1.3564 -4.9590 4.2788 0.7 0.0 0.3 -0.412
C 1.7529 -2.6741 1.9057 -0.3 0.4 -0.4 -0.404
C -0.2679 0.2766 2.2803 -0.3 1.0 0.3 0.684
C 0.5636 -2.0441 2.6549 0.1 0.9 0.3 -0.135
C -3.1467 1.9017 0.2020 -0.3 -0.4 0.5 -0.414
C -0.8605 1.2286 1.2539 0.4 1.0 -0.8 -0.129
C -3.3677 1.3967 -1.2104 -0.5 -0.4 -0.4 -0.418
C -0.2736 3.6417 0.9049 -0.1 0.6 0.5 0.720
C 2.8722 -1.6638 1.5716 -0.3 -0.6 -0.3 -0.510
C 0.0409 4.9452 1.6108 -0.8 -0.3 -0.3 -0.703
H 4.6424 0.4319 0.6245 0.5 0.0 0.0 0.219
H -2.7191 2.8938 0.1465 -0.3 0.5 0.4 0.203
H -0.0871 5.7648 0.9085 0.1 -0.1 0.0 0.245
H 1.4060 -3.1120 0.9534 0.0 -0.1 0.4 0.225
H -2.3606 -4.6951 4.4995 -1.0 0.4 0.0 0.207
H -2.5508 -0.0065 0.8936 -0.1 -0.1 0.4 0.218
H -0.9961 -5.5566 5.1032 0.4 0.2 0.4 0.213
H -2.4039 3.2314 -2.7847 -1.4 1.3 -0.8 0.420
H -2.7540 1.1625 2.2148 -0.1 0.0 0.0 0.238
H 4.8592 -1.1073 -0.2499 0.2 -0.2 -0.1 0.221
H -4.1561 2.0071 -1.6734 0.1 0.0 0.0 0.215
H 0.9683 -1.6318 3.6069 -0.6 0.0 -0.6 0.237
H -0.3401 2.6813 2.6715 -0.1 -0.1 0.4 0.438
H -1.3192 -5.6123 3.4456 -0.2 -0.5 -1.0 0.219
H 4.4581 0.4197 -1.1341 -0.4 -0.7 0.7 0.242
H -3.8131 0.3869 -1.1689 0.3 0.2 -0.1 0.242
H -1.3854 0.8614 -1.5530 0.6 -0.3 -0.2 0.217
H 3.1744 -1.1415 2.4598 0.1 0.6 0.4 0.212
H -0.3629 1.1174 0.2682 -0.3 -0.2 0.5 0.211
H 2.1462 -3.4723 2.5618 0.0 0.3 -0.5 0.233
H 0.0929 -3.4651 4.7719 -0.2 -0.2 -0.2 0.400
H -2.3726 0.7250 -3.0030 0.1 0.3 -0.1 0.232
H -0.1949 -1.1868 0.9163 -0.4 -0.2 -1.2 0.408
H 1.0493 4.9069 1.9471 0.9 0.1 0.4 0.245
H -4.1527 1.8632 0.6142 -0.1 0.9 0.1 0.238
H -1.2234 3.0842 -1.6702 0.7 0.6 0.9 0.482
H -0.6220 5.1078 2.4524 0.0 0.0 0.3 0.233
H 3.7213 -2.2600 1.2691 0.3 -0.1 -0.2 0.224
H -0.9417 2.6230 -3.2342 -0.1 0.1 0.0 0.439


Record 3
51
Properties=species:S:1:pos:R:3:forces:R:3:nbo_charge:R:1 method="wB97M-V/def2-TZVPD" energy_ha=-1070.65428 mol_weight_g_mol=317.41 total_charge=-1 largest_force_ev_per_a=0.7 spin_multiplicity=1
O -7.4340 -4.8732 2.0555 0.1 0.3 0.2 -0.792
O -2.8211 -3.3207 1.1688 0.1 0.4 0.0 -0.552
O -6.4968 -3.3403 3.3845 0.1 0.1 0.2 -0.808
O -6.7138 -2.9452 1.2080 -0.1 0.0 0.1 -0.844
N 4.4970 1.4261 0.7133 -0.2 0.0 -0.1 -0.629
N 2.1020 0.3266 -0.4346 0.1 0.3 -0.1 -0.382
N 0.6165 3.9742 1.2140 0.0 -0.1 -0.2 -0.856
N -2.2564 -1.8640 -0.4681 -0.3 0.5 0.1 -0.495
C 0.8437 3.6569 -0.2003 0.2 0.1 0.3 -0.226
C 2.0898 1.5442 0.4628 0.1 0.1 0.3 -0.054
C 0.6324 -1.0406 -1.9427 0.2 0.0 0.0 -0.436
C 0.9779 0.3506 -1.4263 -0.2 -0.2 -0.3 -0.230
C -0.9326 -1.6140 0.0661 0.3 -0.4 -0.2 -0.234
C 3.2374 1.3832 1.4467 0.1 0.0 -0.1 -0.308
C -6.8861 -3.7260 2.2334 -0.2 -0.4 -0.5 0.922
C -2.7544 -0.8310 -1.3630 0.1 -0.2 -0.1 -0.414
C -3.1499 -2.3222 0.5778 0.1 -0.3 0.2 0.717
C 4.5991 0.2424 -0.1311 0.0 0.1 0.1 -0.325
C -4.3260 -1.4717 0.9265 -0.3 -0.1 0.1 -0.768
C 0.2227 -2.0391 -0.8555 -0.3 0.0 -0.1 -0.449
C 3.4272 0.1373 -1.0963 0.4 -0.3 -0.2 -0.300
C 2.1447 2.8586 -0.3218 -0.2 0.1 -0.1 -0.447
H -0.3474 4.2312 1.3850 0.0 0.0 0.0 0.373
H 0.9388 4.5563 -0.8201 -0.1 -0.1 -0.1 0.180
H 1.0894 -2.3076 -0.2341 0.0 0.0 -0.1 0.177
H -3.9731 -0.5514 1.4128 0.2 0.0 -0.1 0.199
H 1.1928 4.7615 1.4882 0.0 0.0 0.1 0.357
H -0.1643 -0.9008 -2.6778 0.0 -0.1 0.1 0.237
H -0.8295 -0.5489 0.3440 0.0 0.0 0.1 0.136
H 1.1489 1.5097 1.0228 0.1 -0.1 -0.1 0.249
H 3.1756 2.1999 2.1694 0.1 -0.1 -0.1 0.232
H 3.5087 0.8552 -1.9124 -0.1 0.1 0.2 0.218
H -2.6168 0.1870 -0.9653 0.0 0.0 0.0 0.157
H -4.9251 -1.1826 0.0638 0.0 -0.1 0.1 0.227
H 1.9640 -0.4964 0.1667 -0.1 0.1 0.1 0.433
H -2.2572 -0.9124 -2.3355 0.0 0.1 0.1 0.174
H 0.1247 0.8107 -0.9257 0.1 -0.1 0.0 0.229
H 2.3789 2.7073 -1.3791 0.0 0.0 0.1 0.213
H 2.9588 3.4690 0.0784 0.0 -0.1 -0.1 0.233
H -3.8143 -0.9861 -1.5506 0.1 0.0 0.0 0.237
H -0.0077 3.0745 -0.5609 0.0 0.1 0.0 0.189
H 5.5028 0.3062 -0.7457 0.0 -0.1 0.1 0.222
H 3.4487 -0.8678 -1.5313 -0.2 0.1 0.0 0.229
H 3.1247 0.4284 1.9865 -0.1 0.1 0.1 0.174
H -5.0182 -2.0164 1.5872 0.0 0.0 -0.1 0.361
H 1.4886 -1.4384 -2.5013 -0.1 0.0 0.0 0.206
H -0.8399 -2.1994 0.9839 -0.1 0.1 -0.1 0.250
H 5.2741 1.4463 1.3631 0.0 0.0 0.0 0.373
H -0.0852 -2.9661 -1.3487 0.1 0.0 0.1 0.251
H 1.2825 0.9960 -2.2534 0.0 0.0 0.2 0.216
H 4.6576 -0.6774 0.4723 0.0 0.0 -0.1 0.177